# 1
C15H20N8OPtS2 | ωB97M-V/def2-TZVPD

```
47
Properties=species:S:1:pos:R:3:forces:R:3
Pt -0.87330 -0.34366 -0.30916 -0.11 -0.08 -0.08
C 3.42706 -1.91141 -0.64441 0.01 -0.06 0.04
C 2.37524 -0.84214 -0.67491 0.03 -0.04 -0.03
N 1.94076 -0.13017 0.28421 -0.08 0.00 -0.05
N 2.33470 -0.34451 1.54486 0.12 0.16 0.13
C 1.79651 0.42009 2.54571 0.07 -0.13 -0.07
N 2.13434 -0.01464 3.77335 -0.08 0.00 0.01
S 0.86488 1.77646 2.29395 -0.04 0.02 0.00
C 1.72140 -0.54138 -1.97313 -0.02 0.02 -0.07
C 2.43812 -0.59613 -3.16090 0.05 -0.01 -0.04
C 1.81662 -0.29977 -4.35975 -0.01 0.01 0.02
C 0.47572 0.04466 -4.34880 0.02 0.00 0.02
C -0.18454 0.06680 -3.13716 -0.05 0.02 -0.02
N 0.41278 -0.22619 -1.97496 0.06 0.06 0.07
H 3.71811 -2.19488 0.36384 -0.01 -0.01 0.03
H 4.32835 -1.57699 -1.16363 -0.02 0.00 0.01
H 3.06517 -2.81057 -1.14481 0.00 -0.01 -0.02
H 2.89096 -1.15777 1.79192 -0.11 -0.10 0.03
H 2.43675 -0.96813 3.91239 0.05 -0.10 -0.02
H 1.71121 0.46589 4.54812 0.01 -0.01 -0.01
H 3.48718 -0.85580 -3.13632 -0.03 0.00 0.00
H 2.37301 -0.33252 -5.28677 0.00 0.00 0.00
H -0.06152 0.28041 -5.25550 0.00 0.00 0.00
H -1.23769 0.30567 -3.07372 0.00 -0.01 -0.01
C -2.66221 0.90467 1.64292 -0.01 0.00 -0.02
C -2.28448 1.98907 0.63865 -0.01 -0.03 0.00
C -3.35954 2.11117 -0.49089 0.01 0.00 0.01
C -2.10296 3.35366 1.29460 0.04 0.01 0.03
C -1.12670 1.49989 -0.13774 0.02 0.11 -0.02
H -3.73086 0.92732 1.87650 0.01 0.00 0.01
H -2.07585 1.04784 2.55151 0.00 0.00 0.00
H -2.09544 -1.05130 1.84680 -0.03 0.00 -0.02
H -4.26463 2.50048 -0.02482 0.00 0.01 0.00
H -3.59220 1.14185 -0.92861 0.00 0.00 0.00
H -3.03722 2.81057 -1.26617 0.00 0.00 0.00
H -3.04145 3.66636 1.75442 -0.01 0.00 0.00
H -1.82605 4.10412 0.55165 0.01 0.00 0.00
H -1.33529 3.32805 2.06848 -0.04 0.00 -0.03
H -0.51551 2.26330 -0.62943 0.00 -0.01 0.01
N 2.51074 -3.34257 2.66637 0.11 0.20 -0.03
C 1.75526 -3.69287 1.85742 -0.10 0.00 0.01
N 0.90627 -4.11168 0.93916 0.04 0.05 -0.01
C 0.19860 -3.19560 0.37785 -0.02 0.04 0.04
N -0.45140 -2.39371 -0.16388 0.07 -0.11 0.03
O -5.03940 -0.42375 0.83079 -0.01 0.01 0.02
S -3.88390 -1.22223 0.24616 0.02 0.02 -0.01
N -2.33760 -0.42796 1.08381 0.05 -0.03 0.02
```
Positions in Å, forces in eV/Å.

Results
- HOMO-LUMO gap: 5.02 eV
- 2S+1: 1
- LUMO: -0.0362 Ha

Atom charges from the Mulliken analysis, given in e for atoms 1 to 6: atom 1 (Pt): 0.522, atom 2 (C): -1.777, atom 3 (C): 0.386, atom 4 (N): -0.265, atom 5 (N): -0.212, atom 6 (C): 0.288


# 2
CHF3N3 | ωB97M-V/def2-TZVPD

```
8
Properties=species:S:1:pos:R:3:forces:R:3
F -0.65294 -1.80787 -0.44271 0.73 0.77 0.30
N -1.48336 -0.76497 -0.31925 -1.45 0.52 -0.04
C -1.05686 0.41524 -0.13841 -0.30 -1.34 0.76
F -1.83740 1.42824 -0.02297 -0.05 -0.12 -0.03
N 0.27894 0.73879 -0.30049 2.03 0.27 -1.21
N 1.26926 0.27148 0.16353 -0.59 -1.12 0.92
F 1.29441 -0.40953 1.36945 -0.21 0.25 -0.93
H 2.18794 0.12864 -0.30915 -0.17 0.76 0.23
```
Positions in Å, forces in eV/Å.

Results
- HOMO-LUMO gap (spin up / spin down): 8.71 / 8.71 eV
- 2S+1: 1
- LUMO (spin up / spin down): -0.3125 / -0.3125 Ha
- Net charge: +1
- Structure (SMILES): F/N=C(F)\N=[NH+]/F

Atom charges from the Mulliken analysis, given in e for atoms 1 to 6: atom 1 (F): -0.073, atom 2 (N): -0.043, atom 3 (C): 0.569, atom 4 (F): -0.122, atom 5 (N): 0.013, atom 6 (N): 0.368


# 3
C26H51F6N4O10PS3 | ωB97M-V/def2-TZVPD

```
101
Properties=species:S:1:pos:R:3:forces:R:3
C -0.46875 -1.30000 5.76962 -0.68 0.20 -0.32
C -0.88159 -2.08234 4.38185 1.02 0.01 0.18
C -0.53718 -1.17636 3.03627 -1.32 -0.90 0.73
O 0.10902 -2.11820 2.14861 -0.63 1.56 -0.62
C 0.42329 -1.60926 0.82785 1.02 0.36 -0.07
C 1.94670 -1.04141 0.92277 1.67 -0.79 0.24
C 2.87815 -1.27796 -0.37352 -3.45 -3.64 -2.79
N 3.59360 -2.39872 -0.66549 -6.27 -0.55 0.15
P 0.45330 -3.27412 -0.18880 2.95 -4.15 4.13
O 1.18187 -4.32140 0.72974 -2.14 2.80 -2.50
C -0.65002 -0.66138 0.09415 0.66 -1.42 -2.16
O 0.09611 0.18434 -0.84278 -1.79 -1.45 0.99
C 0.08631 -0.31054 -2.20504 1.18 0.97 -2.57
C 1.20292 0.59584 -3.03082 -0.37 -0.96 -1.28
C 0.45183 1.46798 -4.21688 0.56 -0.47 0.13
C 2.17687 -0.46747 -3.84565 0.01 -0.55 0.10
C 1.35374 -1.21786 -5.06922 0.54 -0.24 0.43
C 3.54668 0.20999 -4.40076 0.01 -1.30 0.39
N -1.58909 0.15038 1.00129 0.22 -0.03 1.21
C -0.88428 1.38090 1.51510 1.68 3.35 0.77
C -1.24234 2.78566 0.79043 1.40 1.59 0.70
N -2.40722 3.53237 1.44883 0.59 -0.60 -0.60
C -2.93648 0.39523 0.36575 -2.83 0.55 -1.28
C -2.99891 0.70673 -1.20891 -1.35 -0.02 -0.65
C -4.33850 1.64625 -1.45541 0.41 0.43 0.28
C -5.04414 1.39532 -2.89651 0.20 1.98 1.22
S -6.45892 0.17644 -2.71458 -1.08 -3.87 -4.17
O -5.81924 -1.20627 -2.56504 -1.82 4.38 0.46
O -7.34601 0.31918 -3.95233 2.66 0.01 4.30
O -7.39518 0.55331 -1.34632 1.30 -0.61 -1.56
C -1.89819 -0.70951 2.24255 -0.34 -2.56 1.57
C -3.08071 -0.16105 3.19395 -1.23 0.56 1.01
C -4.48461 -1.03760 3.09503 -1.22 0.59 -0.42
C -5.67562 -0.14034 2.37921 -0.02 0.52 0.11
C -5.06615 -1.46767 4.55191 -0.01 0.19 -0.28
H -1.44902 -1.19904 6.39124 2.03 -0.24 -0.70
H 0.38199 -1.86488 6.32559 -1.80 0.96 -0.87
H -0.08268 -0.21780 5.58737 -0.68 -1.86 0.16
H -0.20136 -3.04227 4.35843 -1.44 1.94 -0.44
H -1.98423 -2.43465 4.40487 1.85 0.69 -0.12
H 0.11173 -0.30733 3.43042 -0.76 -1.23 -1.14
H 2.45552 -1.64349 1.79943 -1.20 0.97 -1.78
H 2.04441 0.07148 1.21697 -0.46 -1.70 -0.65
H 2.96985 -0.37736 -1.12989 -1.90 -1.68 1.33
H 4.10718 -2.28276 -1.56406 -0.71 0.01 0.80
H 1.18889 -3.18844 -1.40751 -0.89 0.55 0.14
H -0.91232 -3.77409 -0.34951 0.61 1.13 -0.36
H -1.32147 -1.37179 -0.56644 0.76 1.52 1.54
H -0.90712 -0.16001 -2.79203 1.32 -0.28 1.55
H 0.40834 -1.40583 -2.36426 -0.54 1.56 0.90
H 1.81692 1.27203 -2.30364 -1.17 -1.29 -1.33
H 0.06031 2.48605 -3.83109 0.73 -1.63 -0.74
H 1.23771 1.59010 -5.08358 -1.69 0.16 1.74
H -0.43617 0.85477 -4.66712 1.61 1.18 0.90
H 2.51021 -1.33961 -3.13053 -0.76 1.78 -1.12
H 0.21451 -1.27647 -4.86657 1.86 0.14 -0.43
H 1.57270 -0.65991 -6.05876 -0.61 -1.00 1.59
H 1.73559 -2.32724 -5.16757 -0.65 2.26 0.11
H 3.83008 -0.36538 -5.38636 -0.47 1.44 1.77
H 3.44139 1.35106 -4.55610 0.34 -1.98 0.16
H 4.39100 -0.04946 -3.62633 -1.49 1.00 -1.52
H -1.06161 1.58887 2.66263 -0.17 -0.87 -2.33
H 0.29096 1.30274 1.46030 -2.53 -0.43 -0.28
H -0.31628 3.48536 1.01141 -1.34 -1.77 -0.68
H -1.31780 2.75607 -0.36035 -0.14 -0.22 2.02
H -2.74050 4.29054 0.81589 0.54 -0.77 0.93
H -2.08814 3.93499 2.36058 -0.41 -0.32 -1.38
H -3.61509 -0.55847 0.51306 1.70 1.75 -0.17
H -3.55182 1.25743 0.87958 1.94 -1.61 -0.56
H -3.18218 -0.28965 -1.78298 0.48 1.73 0.96
H -2.11411 1.25961 -1.68597 -1.21 -0.98 1.03
H -5.12155 1.52806 -0.59160 1.45 0.05 -1.66
H -3.99185 2.76490 -1.40635 -0.69 -2.08 -0.14
H -4.26350 1.03615 -3.67400 -1.82 0.00 1.26
H -5.50079 2.40450 -3.29012 0.66 -2.15 0.78
H -8.11909 -0.12990 -1.30007 0.90 0.66 -0.33
H -2.29904 -1.72031 1.78320 0.87 1.90 0.91
H -3.37566 0.96613 3.01682 0.82 -2.19 0.08
H -2.83173 -0.18091 4.34717 0.18 -0.13 -2.45
H -4.35665 -1.98659 2.41844 -0.02 1.66 1.43
H -5.49108 1.00815 2.52277 -0.24 -2.09 -0.17
H -6.72863 -0.34670 2.85899 2.12 0.19 -1.08
H -5.72260 -0.32185 1.23566 -0.08 0.21 1.90
H -5.09531 -0.54028 5.27725 0.22 -1.84 -1.40
H -6.17389 -1.82142 4.42774 2.18 0.50 0.24
H -4.43156 -2.32982 4.99397 -1.10 1.54 -0.53
C 5.77178 -0.54955 0.01394 1.72 -1.48 1.70
F 4.45589 -0.75100 -0.32501 9.80 6.79 1.77
F 5.84423 -0.68812 1.36470 -0.25 0.41 -0.99
F 6.46434 -1.59908 -0.50150 -0.66 1.02 0.05
S 6.41719 1.05862 -0.55634 -1.09 1.01 -0.92
O 5.57213 2.04420 0.10742 0.68 -1.02 -0.27
O 6.27532 1.01042 -2.00752 0.19 -0.29 1.26
N 7.88515 0.89119 0.01332 -0.81 0.55 -0.52
S 8.80624 2.14686 -0.29452 1.14 2.44 -0.87
O 8.48943 3.37317 0.42561 0.02 -1.45 -0.35
O 9.19385 2.33806 -1.68584 -0.52 -0.67 1.27
C 10.31522 1.51808 0.51690 1.81 -1.26 1.20
F 10.74512 0.34706 -0.02592 -0.50 0.83 0.07
F 10.12330 1.26376 1.83987 -0.18 0.35 -0.86
F 11.35913 2.38061 0.44100 -1.13 -0.29 -0.23
```
Positions in Å, forces in eV/Å.

Results
- HOMO-LUMO gap: 7.57 eV
- 2S+1: 1
- LUMO: -0.0354 Ha

Atom charges from the Mulliken analysis, given in e for atoms 1 to 6: atom 1 (C): -1.061, atom 2 (C): -0.497, atom 3 (C): 0.431, atom 4 (O): -0.474, atom 5 (C): 1.423, atom 6 (C): -0.849


# 4
C21H27BrCl5OS4SiSr | ωB97M-V/def2-TZVPD

```
61
Properties=species:S:1:pos:R:3:forces:R:3
Sr 0.70787 3.37586 -1.84791 -0.88 0.29 -0.21
O -4.62010 6.65995 -2.24739 0.01 0.00 0.02
C -3.93038 5.68278 -2.11334 0.03 -0.05 0.02
S -3.31566 4.71389 -3.46459 -0.03 0.04 0.02
C -2.45387 3.51853 -2.50877 0.05 -0.03 0.15
C -2.49698 3.71169 -1.17452 0.05 -0.06 0.05
S -1.74183 2.55855 -0.03863 -0.16 0.18 -0.31
S -3.41007 5.06022 -0.53162 0.00 0.02 -0.06
S -1.68609 2.18381 -3.32129 0.50 0.04 0.09
Cl -4.30518 2.13671 1.90059 -0.03 -0.02 0.00
C -2.84448 2.89793 2.47076 0.07 0.03 0.00
C -1.91550 3.37564 1.50048 0.18 0.08 0.19
C -0.90102 4.25370 1.98885 -0.11 -0.13 -0.04
Cl -0.02926 5.23129 0.80559 0.15 0.01 -0.10
C -0.68940 4.45463 3.32237 -0.01 0.00 -0.02
Cl 0.51760 5.58266 3.87491 0.04 0.02 0.03
C -1.49404 3.79066 4.26777 0.01 0.02 -0.11
Cl -0.92829 3.56207 5.89337 0.03 0.00 0.10
C -2.64001 3.09758 3.80851 -0.08 -0.05 -0.08
Cl -3.83197 2.59017 4.97311 0.00 -0.01 0.02
C -1.69252 -1.02864 -0.64580 0.00 -0.01 -0.01
C -0.60853 -1.46791 0.35077 -0.01 -0.02 0.00
C -0.73307 -0.55416 1.58269 -0.01 -0.05 0.00
C -0.92306 -2.91126 0.78529 0.01 -0.03 -0.02
Si 1.12988 -1.38305 -0.43799 -0.01 0.12 0.06
Br 1.68821 0.87980 -0.43154 0.20 -0.58 0.21
C 2.51743 -2.16077 0.63601 0.08 0.04 0.04
C 2.32053 -1.84291 2.12623 -0.01 0.00 -0.02
C 2.51685 -3.68994 0.46809 -0.02 -0.02 0.00
C 3.91724 -1.63562 0.27274 -0.02 -0.02 0.00
C 1.20516 -1.90599 -2.27685 -0.01 0.04 -0.05
C 0.51341 -0.88618 -3.19588 0.03 0.03 -0.01
C 0.51211 -3.26885 -2.45374 -0.02 0.00 -0.01
C 2.64777 -2.02953 -2.78832 -0.01 -0.03 0.01
H -2.65210 -0.99190 -0.12039 0.00 0.00 0.00
H -1.80144 -1.72508 -1.47856 0.00 0.01 0.01
H -1.51836 -0.03141 -1.04970 0.00 0.01 -0.02
H -1.73941 -0.66739 1.99753 -0.01 0.01 0.00
H -0.61141 0.49490 1.32310 0.03 0.05 -0.01
H -0.02047 -0.79078 2.37017 -0.04 0.01 0.00
H -1.95537 -2.94722 1.14675 0.00 0.01 0.01
H -0.28303 -3.25275 1.59946 0.01 0.01 0.02
H -0.84070 -3.62754 -0.03629 0.00 0.03 0.04
H 1.41635 -2.28818 2.53834 0.00 -0.02 0.00
H 2.29017 -0.76768 2.31103 -0.01 0.01 0.00
H 3.17005 -2.24941 2.68488 0.00 0.00 0.00
H 1.54953 -4.13846 0.70269 0.03 0.00 -0.01
H 3.25385 -4.12003 1.15454 0.00 -0.01 0.00
H 2.79603 -3.99585 -0.54070 0.00 0.01 0.00
H 4.00971 -0.56932 0.47539 0.00 0.02 0.00
H 4.18748 -1.80503 -0.76608 0.01 0.00 0.01
H 4.65316 -2.15624 0.89486 0.00 0.00 0.01
H -0.50643 -0.64390 -2.91202 -0.04 0.00 0.02
H 0.49001 -1.29312 -4.21215 0.00 -0.01 0.00
H 1.07521 0.04819 -3.23803 -0.01 0.02 0.01
H -0.55644 -3.21607 -2.24388 0.03 -0.01 -0.01
H 0.94400 -4.05005 -1.82532 0.00 0.00 0.00
H 0.62397 -3.58524 -3.49586 0.00 -0.01 0.00
H 3.20410 -1.09897 -2.66111 0.00 0.00 0.00
H 2.61628 -2.24868 -3.86047 0.00 0.00 -0.01
H 3.20247 -2.83613 -2.30816 -0.02 0.00 -0.01
```
Positions in Å, forces in eV/Å.

Results
- HOMO-LUMO gap (spin up / spin down): 4.14 / 4.79 eV
- 2S+1: 1
- LUMO (spin up / spin down): 0.0758 / 0.0751 Ha
- Net charge: -1

Atom charges from the Mulliken analysis, given in e for atoms 1 to 6: atom 1 (Sr): 0.614, atom 2 (O): -0.594, atom 3 (C): 0.524, atom 4 (S): -0.247, atom 5 (C): 0.128, atom 6 (C): -0.352


Look up the 2S+1 of the second one.
1